DFT (ωB97M-V with the def2-TZVPD basis set) results for C10H16CoN2PSe as an isolated structure.

Atoms and positions in Å:
C -1.55316 2.81049 -1.13711
C -0.67047 3.73655 -1.78550
C -0.50686 3.27121 -3.13027
C -1.48650 2.27180 -3.40380
C -2.06221 1.90904 -2.14851
Co -0.70151 -0.41402 0.29492
P -1.89907 0.05430 2.03636
H -1.82589 2.78742 -0.08893
H -0.16542 4.57746 -1.30005
H 0.16252 3.69603 -3.87718
H -2.73458 1.09294 -1.94147
H -1.68924 1.76574 -4.35091
H -3.28491 -0.33736 2.16754
H -1.95040 1.40943 2.51045
H -1.31830 -0.63417 3.15261
C 2.06345 0.48543 1.66238
N 1.64544 -0.87341 1.42077
C 1.98054 -1.95412 2.19188
C 1.50846 -3.07230 1.55840
N 0.87616 -2.66275 0.40886
C 0.39936 -3.55235 -0.61490
C 1.04183 -1.28634 0.22175
Se 0.81877 -0.29008 -1.41562
H 2.25584 1.00059 0.71256
H 2.98824 0.47594 2.25062
H 1.27168 1.01669 2.20652
H 2.46784 -1.85534 3.15298
H 1.55147 -4.10266 1.88123
H 1.12675 -4.35112 -0.81718
H -0.54882 -3.99256 -0.28259
H 0.23901 -2.98246 -1.53583

**HOMO level (alpha / beta)**: -4.1 / -7.1 eV
**LUMO (alpha / beta)**: 0.50 / -1.41 eV
**E**: -4625.4664 Eh
**Expectation value of S²**: 6.037
**Energy relative to the best compared isomer or geometry (same formula, charge and spin)**: 0.000 eV
**HOMO-LUMO gap (alpha / beta)**: 4.59 / 5.68 eV
**Multiplicity**: 5